Formula: C11H23ClNO6P2Tl
Source: the Open Molecules 2025 dataset
Level of theory: the ωB97M-V functional and the def2-TZVPD basis

Net charge: +2
LUMO (spin up / spin down), eV: -9.71 / -9.71
Relative energy (zero: lowest compared OMol25 entry of this formula, charge and spin), kcal per mole: 0.9
HOMO level (spin up / spin down), hartree: -0.56348 / -0.56348
Frontier orbital gap (spin up / spin down), eV: 5.623 / 5.619

Each line ends with the natural charge from an NBO analysis.
Atoms and positions in Å:
Tl (1.6266, 0.3382, 0.9198)  0.9413
P (-1.0360, 0.8055, 1.9593)  0.9229
C (-1.9666, -0.6893, 1.9070)  -0.2344
C (-2.1497, -1.3609, 0.6709)  0.0476
N (-1.2124, -1.0993, -0.2994)  -0.4564
C (-1.3638, -1.6488, -1.4959)  0.2315
C (-2.5161, -2.3596, -1.8703)  -0.1466
C (-3.4369, -2.6717, -0.8848)  -0.1474
C (-3.2626, -2.1849, 0.3973)  -0.1100
C (-0.2142, -1.4348, -2.4919)  -0.7926
P (1.4833, -1.5793, -1.9395)  1.4077
H (-3.9671, -2.3793, 1.1970)  0.2596
H (-2.5962, -2.7647, -2.8873)  0.2598
H (-4.2396, -3.3587, -1.0995)  0.2681
H (-0.2617, -2.1671, -3.3129)  0.2790
H (-0.2953, -0.4045, -2.8515)  0.3248
H (-0.8042, -3.7788, 5.6906)  0.4859
H (-2.4703, -1.0420, 2.8049)  0.2803
H (1.3256, -3.5053, 0.8508)  0.4699
O (-0.8510, -2.8933, 5.3243)  -0.9587
H (-0.1833, -2.3951, 5.8231)  0.4746
H (1.5960, -0.9628, -0.6519)  -0.1052
O (0.8978, -2.9761, 1.5143)  -0.9147
H (0.0531, -2.6553, 1.0776)  0.4631
C (2.1031, -3.2233, -2.0109)  -0.9925
H (2.3754, -3.3585, -3.0718)  0.2994
H (2.9848, -3.3267, -1.3591)  0.2988
H (1.3023, -3.9177, -1.7102)  0.2773
C (2.5172, -0.4073, -2.7918)  -0.9825
H (3.5394, -0.3936, -2.3597)  0.2912
H (2.5458, -0.7948, -3.8081)  0.2700
H (2.0687, 0.6085, -2.7728)  0.3292
C (-1.7977, 1.9584, 0.7386)  -0.8996
H (-2.7918, 2.2424, 1.1092)  0.2660
H (-1.1822, 2.8616, 0.6015)  0.3153
H (-1.8787, 1.4643, -0.2394)  0.2710
C (-1.3610, 1.6249, 3.5757)  -0.9224
H (-0.8019, 2.5727, 3.6167)  0.2854
H (-2.4389, 1.8249, 3.6840)  0.2758
H (-1.0088, 0.9458, 4.3701)  0.2693
O (2.3486, 2.7670, -0.4348)  -0.8724
Cl (1.1872, 3.0142, -1.3141)  2.4725
O (0.2760, 3.9320, -0.6420)  -0.7965
O (1.6573, 3.5391, -2.5817)  -0.7497
O (0.5091, 1.6781, -1.5121)  -0.9553

Forces on atoms 1 to 3 (eV/Å):
0.73 1.33 0.49
-2.12 0.35 0.68
0.00 1.36 0.05